1.
{"formula": "C5H10O", "method": "ωB97M-V/def2-TZVPD", "multiplicity": 1, "homo_lumo_gap_ev": 10.5, "symbols": ["H", "H", "C", "O", "C", "C", "C", "H", "H", "H", "C", "H", "H", "H", "H", "H"], "xyz": [[-0.1837, -0.0153, 1.9056], [-1.7391, 0.6768, -1.8399], [-1.6400, 0.7359, -0.7514], [0.9139, 1.5258, -1.1384], [2.0913, -0.1813, 0.0017], [0.8357, 0.4773, -0.5331], [-0.5155, -0.1916, -0.2761], [2.0445, -1.2739, -0.0215], [-1.6784, -0.8418, 1.4588], [-2.6035, 0.4668, -0.3090], [-0.6302, -0.7010, 1.1769], [-0.1335, -1.6710, 1.2938], [-1.4186, 1.7806, -0.5178], [-0.5259, -1.0874, -0.9153], [2.9436, 0.1766, -0.5792], [2.2394, 0.1232, 1.0449]], "atomic_forces_ev_per_a": [[-0.1, 0.0, -0.1], [0.0, 0.1, 0.2], [-0.1, 0.0, 0.0], [0.0, -0.4, 0.2], [0.1, 0.0, 0.0], [0.1, 0.2, -0.1], [0.0, 0.0, -0.1], [0.0, 0.1, 0.0], [0.1, 0.0, -0.1], [0.1, -0.1, 0.0], [0.0, 0.0, 0.1], [0.0, 0.2, 0.0], [-0.1, -0.2, 0.1], [0.1, 0.1, 0.0], [-0.1, -0.1, 0.1], [-0.1, -0.1, -0.1]], "lowdin_charge": [0.08, 0.08, -0.07, 0.07, -0.02, -0.43, -0.35, 0.08, 0.07, 0.07, -0.07, 0.08, 0.08, 0.14, 0.08, 0.09]}

=====

2.
{"formula": "C22H70O28P6", "method": "ωB97M-V/def2-TZVPD", "multiplicity": 2, "homo_lumo_gap_ev": [9.8, 2.5], "charge": 1, "symbols": ["H", "O", "C", "H", "C", "H", "O", "O", "H", "H", "H", "C", "O", "H", "H", "C", "O", "H", "C", "H", "H", "O", "O", "C", "H", "H", "H", "O", "H", "H", "O", "H", "O", "C", "O", "O", "H", "H", "H", "H", "H", "H", "H", "C", "H", "O", "H", "H", "H", "C", "O", "H", "H", "O", "H", "H", "P", "H", "H", "O", "H", "H", "O", "P", "H", "H", "H", "H", "O", "H", "O", "H", "H", "H", "H", "O", "H", "H", "H", "O", "O", "P", "O", "H", "C", "O", "O", "H", "O", "H", "H", "O", "C", "H", "H", "H", "H", "H", "H", "C", "H", "C", "C", "H", "H", "P", "C", "C", "H", "H", "H", "H", "C", "C", "H", "O", "H", "P", "H", "P", "C", "H", "H", "C", "C", "C"], "xyz": [[8.3851, 15.2058, 10.5281], [12.4990, 8.4900, 14.9678], [11.8808, 17.6088, 19.7085], [12.9523, 10.1445, 13.7003], [5.9217, 13.2512, 13.7623], [9.2164, 16.1726, 20.9432], [17.8214, 10.8174, 14.0095], [10.6233, 8.2617, 16.5812], [6.0391, 19.2852, 16.7968], [10.8165, 17.8321, 19.7832], [11.9780, 16.9548, 18.8419], [14.7874, 22.0506, 18.6955], [5.3653, 12.9949, 15.0402], [7.8495, 19.6174, 12.4688], [5.7618, 19.3602, 15.0052], [15.3012, 11.8106, 15.9353], [8.6941, 15.6261, 19.0070], [12.2220, 8.6799, 12.9873], [4.6631, 10.6729, 18.0573], [9.0695, 15.9930, 16.6017], [15.4874, 22.2061, 17.8745], [13.9659, 18.2884, 17.8421], [8.5861, 18.6054, 14.0590], [12.2541, 10.2751, 18.5131], [13.4238, 16.4895, 17.0703], [13.9165, 8.6539, 13.5616], [9.8801, 17.0446, 15.4600], [4.7093, 10.4761, 14.9360], [11.2613, 15.4188, 8.6772], [13.5254, 13.7081, 12.6399], [13.0513, 14.5989, 20.1761], [8.6408, 8.1073, 17.0855], [12.6695, 9.5970, 17.2954], [9.4977, 8.7599, 17.2527], [4.6890, 11.7800, 17.1275], [6.4670, 17.2814, 13.1611], [12.5956, 15.3445, 20.5735], [12.4118, 18.5276, 19.4596], [4.9038, 11.0644, 19.0457], [8.1758, 14.6637, 20.7966], [8.4565, 16.5549, 18.9579], [11.8767, 13.3558, 21.3974], [7.4786, 13.6422, 10.7933], [12.6591, 13.8448, 13.2872], [10.5001, 14.3312, 17.5464], [12.4026, 17.1354, 20.9105], [5.6742, 12.4082, 13.1171], [12.8023, 13.3771, 14.2613], [12.2101, 9.6177, 19.3815], [11.8349, 14.8308, 9.3936], [11.0274, 10.6139, 15.5224], [15.4848, 10.4514, 10.4570], [9.5377, 20.0679, 12.8896], [12.4866, 13.8338, 17.5715], [10.9666, 13.0020, 16.3986], [5.3087, 9.8227, 17.8373], [10.6395, 14.4968, 11.7254], [10.8734, 12.6888, 18.0777], [7.3225, 15.0337, 11.8889], [11.5181, 13.4594, 12.6693], [9.9175, 14.7189, 20.4109], [18.2620, 9.6496, 15.5880], [10.8080, 15.9194, 11.9639], [11.6829, 9.3674, 16.0303], [8.5620, 12.5857, 15.9992], [13.0460, 10.9861, 18.7486], [6.9921, 13.4453, 13.8294], [16.9105, 19.4494, 20.1852], [8.3008, 16.0787, 14.6277], [17.2129, 8.7708, 14.5589], [15.8433, 10.0950, 12.4873], [14.8516, 17.1804, 16.3099], [5.5795, 14.1502, 13.2498], [17.1704, 17.7817, 19.6276], [16.2441, 12.3539, 15.8740], [16.3219, 19.1547, 18.2521], [14.4533, 12.4933, 15.8804], [3.6853, 10.2231, 18.2298], [16.6023, 9.1431, 10.8725], [7.0068, 11.2659, 16.1162], [6.8402, 17.7392, 15.6918], [16.3621, 11.2621, 13.4710], [14.3794, 20.6708, 18.6766], [13.9723, 22.7500, 18.5097], [18.0170, 9.5063, 14.5356], [10.9675, 14.0637, 10.1922], [15.3634, 11.0181, 14.7663], [11.2910, 10.7531, 18.3340], [14.9383, 20.0419, 16.1737], [14.8926, 16.4199, 17.9543], [12.6545, 14.0567, 18.4900], [16.2640, 12.6590, 12.9408], [8.9783, 15.2712, 20.3783], [12.5119, 14.1579, 8.8673], [12.2285, 17.8303, 21.5495], [9.6244, 8.7786, 18.3351], [7.3078, 13.2184, 16.9672], [18.8633, 9.0453, 14.0263], [8.1689, 11.8277, 17.5893], [16.2708, 10.1445, 11.1470], [15.3317, 22.2354, 19.6216], [14.3371, 17.0528, 17.2622], [8.8148, 19.2549, 12.8224], [13.3835, 13.9641, 22.0750], [4.8169, 18.3341, 15.9699], [5.4420, 11.4956, 15.7087], [5.8319, 18.7226, 15.8865], [11.1436, 13.4698, 17.3671], [10.0659, 15.2965, 15.2680], [12.6403, 14.8959, 13.5749], [9.1307, 18.5678, 12.0374], [17.0502, 10.8851, 10.9679], [16.4997, 18.6397, 19.5822], [12.9074, 13.6175, 21.1577], [13.4877, 12.7288, 20.9098], [9.1213, 13.9193, 11.9296], [15.1982, 11.2286, 16.8512], [7.4838, 17.4231, 14.2447], [9.2004, 9.7760, 16.9934], [14.8847, 19.5837, 17.5938], [9.3720, 16.0853, 15.5586], [15.5848, 18.4321, 20.1372], [12.4255, 15.5145, 10.0036], [8.0082, 14.4794, 11.2480], [12.9185, 9.0557, 13.7368], [7.7689, 12.2738, 16.6787]], "atomic_forces_ev_per_a": [[-0.3, -0.2, -0.4], [-1.7, 1.6, 3.4], [-0.6, 1.6, -1.2], [0.0, -0.1, 0.3], [0.6, -0.4, -0.9], [-0.5, 0.0, 0.3], [-1.7, 0.4, -1.1], [1.5, 1.8, -1.3], [0.2, 0.0, -0.2], [-0.2, 0.0, 0.1], [0.4, -0.5, 0.5], [1.0, -0.2, -1.0], [0.0, -1.1, 1.8], [0.1, 0.4, 0.0], [0.3, 0.4, 0.2], [0.9, 1.1, -0.7], [0.2, -0.4, 0.4], [0.2, 0.1, -0.1], [-0.3, 0.0, 0.9], [-0.4, -0.3, -0.2], [0.1, 0.1, 0.0], [0.2, 1.6, 0.5], [-0.6, -1.3, 1.0], [0.0, 0.5, 0.0], [-0.1, 0.2, -0.1], [-0.1, 0.2, -0.1], [0.3, -0.1, 0.1], [1.7, 0.1, 0.4], [0.0, -0.1, 0.0], [0.2, -0.2, 0.2], [-0.4, -0.4, -0.5], [0.2, -0.1, -0.3], [-1.1, 0.0, -1.5], [-2.1, 0.3, 1.3], [1.0, -0.6, -0.7], [1.7, 0.0, 1.1], [0.1, 1.1, -0.2], [-0.3, 0.0, -0.2], [0.4, 0.2, -0.1], [0.0, 0.3, 0.1], [-0.1, 0.0, 0.1], [-0.2, -0.1, -0.2], [0.0, 0.2, -0.3], [2.3, 1.8, 1.2], [-0.3, -0.1, -0.2], [0.1, -0.9, 0.7], [0.3, 0.0, -0.2], [-0.1, -0.7, -0.2], [-0.1, -0.6, -0.4], [0.7, 0.6, -0.3], [-0.1, 0.7, 0.1], [-0.4, -0.1, 0.3], [-0.1, -0.2, 0.5], [0.5, -0.7, -1.4], [0.3, 0.4, -0.3], [0.3, 0.3, -0.4], [-1.2, -2.2, -0.6], [-0.4, 0.0, 0.3], [0.3, -0.1, 0.4], [-3.9, 0.1, -2.1], [0.0, -0.4, -0.2], [0.3, -0.1, 0.0], [0.4, 0.6, 0.4], [2.0, -4.4, 0.6], [0.2, -0.3, -0.1], [-0.2, 0.3, -0.3], [0.2, -0.5, 0.1], [0.5, 0.0, -0.1], [-1.2, 0.9, -0.8], [-0.6, 0.6, -0.7], [-0.1, 0.8, 1.9], [0.2, 0.1, 0.1], [-0.8, 0.1, 0.8], [-0.1, 0.1, -0.5], [-0.2, 0.5, 1.1], [-0.8, -0.3, -0.9], [0.1, 0.1, -0.1], [-0.4, 0.4, -0.8], [0.1, 0.1, 0.0], [-2.4, -1.0, -1.6], [0.6, -0.5, -0.4], [-1.0, 1.7, 1.0], [-0.9, -1.2, -0.3], [-0.3, -0.4, 0.4], [0.9, -0.5, 1.1], [-0.9, -0.5, 1.9], [0.0, -1.8, -2.1], [0.2, 0.1, 0.3], [0.3, -0.7, 2.3], [0.4, 0.3, 0.1], [-0.1, 0.4, 0.7], [0.6, -2.4, 0.7], [0.5, 0.6, -0.8], [-0.1, 0.0, 0.0], [0.2, -0.2, 0.3], [0.5, -0.3, 0.2], [-0.8, -0.3, -0.1], [0.0, 0.2, 0.0], [0.4, 0.3, 0.1], [0.5, 0.1, -1.5], [-0.4, 0.0, 0.1], [-0.3, -0.9, -0.5], [-0.9, -0.1, -1.5], [-0.1, 0.1, 0.3], [0.2, -0.7, 0.1], [-1.9, 1.8, -0.1], [-0.5, 0.6, -0.6], [-0.1, 0.1, 0.9], [-0.1, 0.0, 0.1], [-0.1, 0.4, -0.3], [0.4, -0.2, 0.2], [0.3, -0.2, 0.3], [-0.3, 1.1, 0.7], [0.9, -0.7, 1.1], [-0.2, -0.1, -0.4], [2.6, -0.2, 0.9], [0.3, -0.4, -0.3], [-0.7, 0.1, 0.2], [0.2, 0.0, -0.4], [1.2, 0.6, -0.3], [0.7, 0.8, -0.1], [-0.4, -0.4, -0.6], [0.0, 0.1, -0.1], [0.0, 0.5, -0.6], [0.6, -0.1, -1.8], [1.3, 1.1, 1.0]], "lowdin_charge": [0.09, -0.16, -0.15, 0.09, -0.11, 0.08, -0.21, -0.10, 0.09, 0.08, 0.08, -0.08, -0.22, 0.08, 0.08, -0.09, -0.15, 0.11, -0.11, 0.06, 0.08, -0.26, -0.23, -0.02, 0.07, 0.10, 0.09, -0.22, 0.09, 0.09, -0.13, 0.12, -0.12, -0.08, -0.22, -0.24, 0.04, 0.08, 0.08, 0.08, 0.07, 0.08, 0.10, -0.17, 0.07, -0.11, 0.09, 0.07, 0.12, -0.11, 0.01, 0.09, 0.09, -0.11, 0.06, 0.08, 0.49, 0.06, 0.06, -0.21, 0.05, 0.09, -0.22, 0.57, 0.08, 0.10, 0.07, 0.08, -0.23, 0.09, -0.24, 0.10, 0.09, 0.09, 0.09, -0.23, 0.07, 0.09, 0.10, -0.23, -0.23, 0.48, -0.24, 0.09, -0.10, -0.22, -0.27, 0.07, -0.24, 0.09, 0.02, -0.24, -0.12, 0.09, 0.11, 0.11, 0.10, 0.10, 0.08, -0.11, 0.09, -0.09, -0.10, 0.09, 0.09, 0.48, -0.10, -0.16, 0.08, 0.09, 0.08, 0.09, -0.10, -0.15, 0.08, -0.24, 0.08, 0.47, 0.07, 0.46, -0.09, 0.08, 0.08, -0.09, -0.07, -0.14]}

=====

Number 1: electronic energy -7394.6367 eV. Number 2: electronic energy -137012.0522 eV.